[1]
A cluster of 7 separate species, C49H48BBr2F7NO in total. Source: OMol25; level of theory: ωB97M-V with the def2-TZVPD basis set.

Geometry as XYZ:
```
109
Properties=species:S:1:pos:R:3:forces:R:3:mulliken_charge:R:1
C -1.50200 1.30519 -1.39308 0.1030 -0.4981 0.8572 -1.37
C -0.17231 0.53830 -1.16622 -0.8277 1.3253 -0.7783 0.88
Br -0.14256 0.00415 0.74446 0.2747 -0.1444 -0.1245 -0.29
C 1.04786 1.39253 -1.55900 0.2462 -1.1871 0.7591 -1.59
B 2.23739 0.55557 -2.35450 -0.0433 1.1455 -0.3894 -0.01
C 3.62413 1.50836 -2.15089 -0.0202 -0.1471 1.1413 -0.91
C 3.39962 2.94366 -2.37798 0.2189 0.6032 -1.5712 0.41
O 3.19514 3.52976 -3.41375 0.1537 -0.5042 1.2944 -0.39
F 3.44963 3.70701 -1.22658 -0.1860 -0.2698 -0.1979 -0.35
C 2.58147 -0.90949 -1.69119 -0.4526 -0.1353 -0.3596 -0.49
C 2.55280 -2.17559 -2.54872 1.2028 -0.1346 0.6528 -0.08
C 3.64184 -2.24289 -3.62168 -0.2653 0.0965 -0.4664 -1.17
Br 0.78273 -2.64877 -3.25080 0.0082 -0.0101 0.0370 -0.23
C 1.87641 0.61728 -3.95574 0.2174 -0.4038 1.2806 1.21
C 0.58117 0.61833 -4.43348 -0.3071 0.0744 0.5460 -0.61
C 0.32570 0.70975 -5.76997 -1.1940 0.0438 -0.6624 -0.66
N 1.24215 0.79648 -6.72206 -0.1145 0.0882 -0.0755 -0.79
C 2.47764 0.81784 -6.24859 0.8254 -0.0454 -1.3453 -0.52
C 2.83283 0.73839 -4.93659 0.4896 -0.1282 0.2779 -0.53
H -2.18486 0.72836 -2.00605 0.0297 0.0005 -0.2538 0.29
H -1.33913 2.29298 -1.80705 0.0802 -0.0250 -0.2421 0.20
H -2.02077 1.45724 -0.44800 -0.0666 0.0871 0.0391 0.57
H -0.24087 -0.37033 -1.75588 0.3213 -0.3917 0.4360 -0.11
H 1.46685 1.78618 -0.62812 -0.0216 0.2415 -0.0405 0.61
H 0.67956 2.23640 -2.14329 0.1196 0.0888 -0.0329 0.30
H 3.88290 1.38702 -1.09515 0.0499 0.0363 0.0065 0.31
H 4.47829 1.12562 -2.70796 -0.0659 0.2103 -0.3733 0.47
H 3.60534 -0.87021 -1.29913 0.0875 -0.1128 -0.0380 0.46
H 1.97172 -1.13504 -0.81153 -0.1431 0.1921 0.0089 0.05
H 2.78782 -2.99679 -1.87556 -0.4353 -0.2031 0.0543 0.72
H 4.40195 -1.48401 -3.44399 0.0000 0.0951 0.0997 0.25
H 3.25528 -2.07985 -4.62553 -0.0194 0.0811 -0.0208 0.30
H 4.13710 -3.21244 -3.61006 -0.0439 -0.1188 -0.0338 0.36
H -0.26573 0.55719 -3.76430 -0.0764 -0.0486 0.0802 0.41
H -0.71545 0.71376 -6.08647 0.0143 -0.0206 -0.1864 0.49
H 3.27807 0.88934 -6.97704 -0.0828 0.0429 -0.2090 0.49
H 3.88761 0.76575 -4.70772 0.1318 0.0232 0.0984 0.33
F -6.71490 -1.77196 0.60576 -0.0326 0.0060 0.0233 -0.37
C -5.51117 -2.33800 0.35652 0.2650 -0.1177 -0.0584 0.39
C -4.36789 -1.58038 0.50830 -0.0599 0.2339 0.0924 -0.59
C -3.13414 -2.16311 0.25912 -0.0298 -0.1329 -0.0446 0.49
C -3.06224 -3.48854 -0.14806 0.0338 -0.0590 -0.0089 -0.85
C -4.22392 -4.23322 -0.30008 0.0670 0.1350 0.0499 -0.37
C -5.46055 -3.65811 -0.04157 -0.1968 -0.1338 -0.0310 -0.52
H -4.44539 -0.54581 0.81895 -0.0081 -0.0056 -0.0109 0.51
H -2.22942 -1.58218 0.38413 -0.0767 -0.0267 -0.0186 0.10
H -2.09847 -3.93909 -0.34631 0.0032 0.0227 -0.0141 0.46
H -4.16861 -5.26520 -0.62082 -0.0223 -0.0068 0.0125 0.39
H -6.37726 -4.22392 -0.14592 -0.0098 0.0338 -0.0024 0.43
F -3.79142 -3.95547 3.42239 -0.0104 -0.0295 -0.0037 -0.34
C -3.54739 -2.99845 4.33512 0.0630 0.1685 0.1459 0.34
C -4.24952 -1.81231 4.27240 -0.2005 0.0678 -0.1603 -0.24
C -3.99740 -0.83038 5.21987 0.1248 -0.1054 0.0689 -0.51
C -3.04670 -1.03995 6.20942 0.0149 0.1033 -0.0345 -0.76
C -2.34766 -2.23754 6.25323 -0.1562 0.0451 -0.1969 0.14
C -2.59967 -3.22813 5.31404 0.1418 -0.1585 0.0379 -0.54
H -4.98221 -1.66236 3.49017 0.0217 -0.0504 -0.0193 0.41
H -4.54529 0.10180 5.18490 -0.0005 0.0026 -0.0330 0.40
H -2.85249 -0.27008 6.94343 0.0039 -0.0201 0.0120 0.44
H -1.60403 -2.40134 7.01915 0.0191 -0.0204 0.0111 0.30
H -2.07026 -4.17218 5.33651 -0.0088 0.0023 -0.0459 0.43
F -3.38367 -1.71143 9.13361 0.0569 -0.0272 0.1175 -0.19
C -2.76778 -2.21501 10.22047 0.0628 -0.0732 0.2090 0.51
C -1.52265 -2.79854 10.08817 0.0634 0.0118 -0.1815 -0.20
C -0.89612 -3.30948 11.21518 -0.1159 0.0333 0.0804 -0.54
C -1.52122 -3.24030 12.45261 0.0463 -0.0355 0.0621 -0.52
C -2.77415 -2.65399 12.56506 0.0960 -0.0249 -0.0810 -0.37
C -3.40271 -2.13225 11.44399 -0.1880 0.0762 0.0419 -0.51
H -1.05267 -2.85076 9.11658 0.0063 0.0146 -0.0072 0.30
H 0.08204 -3.76263 11.12619 -0.0025 -0.0029 -0.0338 0.37
H -1.03088 -3.64342 13.32892 -0.0050 0.0030 -0.0032 0.36
H -3.26441 -2.60249 13.52811 -0.0126 0.0217 -0.0057 0.35
H -4.37583 -1.66428 11.51223 0.0011 -0.0097 -0.0412 0.41
F -3.53642 2.30581 -2.92535 -0.3583 0.1594 -0.1599 -0.17
C -3.56700 3.06993 -4.03293 0.0626 0.1485 -0.2464 0.37
C -2.37280 3.43257 -4.62601 0.2059 -0.0821 0.1187 -0.02
C -2.40335 4.21363 -5.77111 -0.1497 0.0264 -0.0036 -0.55
C -3.61877 4.62836 -6.30048 -0.0041 0.0389 -0.0502 -0.54
C -4.80744 4.25647 -5.68713 0.1474 -0.0030 -0.0107 -0.36
C -4.78573 3.46627 -4.54675 -0.1935 -0.0456 0.0977 -0.61
H -1.43468 3.10380 -4.19605 -0.0127 -0.0412 -0.0226 0.36
H -1.47627 4.49761 -6.25061 0.0249 -0.0279 0.0257 0.40
H -3.63821 5.24084 -7.19259 -0.0026 -0.0064 0.0029 0.36
H -5.75462 4.58157 -6.09730 -0.0132 -0.0228 0.0071 0.35
H -5.70071 3.15782 -4.05815 0.0266 -0.0082 0.0264 0.42
F 5.13829 2.23526 -7.75617 0.0364 -0.0628 -0.0427 -0.29
C 5.32289 3.48063 -7.27577 0.0394 0.4102 0.1647 0.40
C 6.29430 4.27497 -7.85406 0.1293 -0.0814 -0.1814 -0.57
C 6.48970 5.55979 -7.36870 -0.0770 -0.0116 0.0896 -0.39
C 5.72226 6.02719 -6.31090 0.0049 0.0485 0.0093 -0.52
C 4.75376 5.21085 -5.74018 0.0997 0.1062 -0.0794 -0.49
C 4.54414 3.92906 -6.22547 -0.1739 -0.2629 -0.0166 -0.01
H 6.88688 3.88756 -8.67285 -0.0281 -0.0232 0.0004 0.42
H 7.24258 6.19561 -7.81653 0.0178 -0.0224 -0.0121 0.34
H 5.87952 7.02845 -5.93042 -0.0038 -0.0047 0.0031 0.37
H 4.15714 5.56865 -4.91195 -0.0256 -0.0966 0.0166 0.42
H 3.78588 3.28816 -5.79322 0.0534 0.0093 0.0370 0.30
F 2.63568 -3.64291 6.42573 -0.0023 -0.0165 0.0293 -0.33
C 2.53157 -2.83520 5.34409 -0.0156 0.1724 -0.2338 0.29
C 3.68046 -2.41267 4.70816 0.2231 -0.0709 0.0665 -0.39
C 3.56689 -1.58853 3.59613 -0.1804 -0.0342 0.0737 -0.60
C 2.31489 -1.19306 3.14471 0.0793 0.0936 -0.0787 -0.13
C 1.17125 -1.62426 3.80361 0.1598 0.0082 -0.0273 -0.49
C 1.27860 -2.45671 4.90761 -0.2011 -0.0916 0.1587 -0.19
H 4.64727 -2.72672 5.07988 -0.0226 -0.0241 0.0110 0.41
H 4.45767 -1.25523 3.08060 0.0111 0.0003 0.0126 0.38
H 2.23008 -0.54886 2.27967 -0.0245 -0.0363 0.0084 0.27
H 0.19423 -1.31376 3.45647 -0.0116 -0.0343 -0.0011 0.36
H 0.39762 -2.81071 5.42675 0.0160 0.0003 0.0102 0.34
```
Forces are in eV/Å.

Results
molecular weight: 970.5 g mol⁻¹
Kohn-Sham gap: 8.14 eV
E_LUMO: 2.0 eV
total energy: -214916.0693 eV
highest occupied orbital energy: -6.17 eV
charge: -1

=====

[2]
The molecule CHBr3. Source: OMol25; level of theory: ωB97M-V with the def2-TZVPD basis set.

Geometry as XYZ:
```
5
Properties=species:S:1:pos:R:3:forces:R:3:nbo_charge:R:1
C -18.95141 -22.36210 20.82250 1.3754 0.7189 -1.3640 -0.43
Br -17.47232 -23.55938 20.31127 -0.2859 -0.1138 1.2075 0.07
Br -19.32704 -21.66536 18.98522 -0.7081 0.3937 1.1296 0.05
Br -18.34323 -20.92806 22.09354 -0.7031 -1.2807 -1.0408 0.08
H -19.81387 -22.91890 21.18887 0.3217 0.2819 0.0677 0.23
```
Forces are in eV/Å.

Results
molecular weight: 252.7 g mol⁻¹
Kohn-Sham gap: 9.58 eV
E_LUMO: -0.4 eV
total energy: -211179.8119 eV
highest occupied orbital energy: -10.01 eV
charge: 0
energy relative to the best compared isomer or geometry (same formula, charge and spin): 41.9 kJ/mol

=====

[3]
A cluster of 2 separate species, C4H4 in total. Source: OMol25; level of theory: ωB97M-V with the def2-TZVPD basis set.

Geometry as XYZ:
```
8
Properties=species:S:1:pos:R:3:forces:R:3:nbo_charge:R:1
C -2.27966 0.69812 -0.05237 -2.0757 0.0122 0.4420 -0.12
C -1.30518 -0.05392 -0.16388 -1.1913 1.0639 0.4026 -0.21
C 1.99058 0.31343 -0.28135 -0.4035 -1.9383 1.3732 -0.28
C -0.25749 -0.79536 0.02948 3.1257 3.5538 -0.0508 -0.06
H -3.31881 1.04887 0.20680 1.9996 -0.2790 -0.6980 0.25
H 2.78992 -0.50126 -0.18229 -1.2634 0.5492 -0.6295 0.11
H 2.34230 1.04030 0.48604 -0.9325 0.1342 -0.4650 0.12
H 0.03834 -1.75018 -0.04244 0.7410 -3.0958 -0.3746 0.19
```
Forces are in eV/Å.

Results
molecular weight: 52.1 g mol⁻¹
Kohn-Sham gap (alpha / beta): 7.00 / 7.41 eV
E_LUMO (alpha / beta): -1.4 / -0.9 eV
total energy: -4202.7731 eV
highest occupied orbital energy (alpha / beta): -8.40 / -8.30 eV
charge: 0
energy relative to the best compared isomer or geometry (same formula, charge and spin): 712.6 kJ/mol

=====

Q: The highest total energy belongs to which entry?
A: C4H4